1.
{"formula": "C37H63Br4N6O5PbSbSe", "method": "wB97M-V/def2-TZVPD", "elements": ["Pb", "Sb", "Br", "Br", "Br", "Br", "Se", "O", "O", "O", "O", "O", "N", "N", "N", "N", "N", "N", "C", "C", "C", "C", "C", "C", "C", "C", "C", "C", "C", "C", "C", "C", "C", "C", "C", "C", "C", "C", "C", "C", "C", "C", "C", "C", "C", "C", "C", "C", "C", "C", "C", "C", "C", "C", "C", "H", "H", "H", "H", "H", "H", "H", "H", "H", "H", "H", "H", "H", "H", "H", "H", "H", "H", "H", "H", "H", "H", "H", "H", "H", "H", "H", "H", "H", "H", "H", "H", "H", "H", "H", "H", "H", "H", "H", "H", "H", "H", "H", "H", "H", "H", "H", "H", "H", "H", "H", "H", "H", "H", "H", "H", "H", "H", "H", "H", "H", "H", "H"], "xyz": [[-1.073, 1.203, -0.994], [0.916, 0.369, 2.520], [-0.078, 1.484, -6.283], [-4.102, -2.581, -6.749], [-1.833, -0.626, -8.185], [-4.559, -2.364, -3.443], [-2.410, 3.348, -0.575], [-0.588, -2.185, 0.623], [0.201, -1.915, -1.986], [-2.612, -0.446, -2.206], [2.297, -1.055, -0.459], [-0.766, 1.150, -3.379], [3.848, -2.013, -1.806], [1.296, 4.054, -2.668], [1.664, 2.217, -1.317], [-3.553, -1.140, 0.447], [-1.946, -3.946, 0.183], [2.080, 2.096, -3.660], [1.111, 4.847, -1.460], [-3.064, -1.372, -5.717], [-1.412, -0.533, 4.220], [1.699, 2.751, -2.489], [2.259, 0.670, -3.590], [1.359, -2.544, 3.223], [1.471, -2.385, -2.294], [2.942, 2.264, 4.161], [-2.404, -3.987, 1.559], [0.352, 4.351, -3.739], [2.553, -1.750, -1.418], [-1.073, -2.957, -0.180], [3.446, -1.257, 2.999], [-0.773, -2.874, -1.675], [-4.959, -0.266, 2.220], [-4.703, -0.483, 0.864], [-1.480, 0.380, -4.114], [2.251, 2.108, 2.811], [-0.365, 1.474, 5.259], [-3.238, -1.310, -4.319], [2.982, 2.761, -4.572], [2.037, -1.221, 3.591], [1.396, 3.346, 2.527], [4.929, -1.304, -1.156], [-7.097, 0.718, 1.701], [2.133, -1.114, 5.109], [-2.776, -4.633, -0.790], [-1.353, 0.304, -5.507], [-6.140, 0.331, 2.629], [-1.706, 1.686, 3.171], [-6.840, 0.510, 0.350], [-2.123, -0.563, -6.309], [-5.663, -0.080, -0.071], [3.313, 2.031, 1.710], [-0.717, 0.802, 3.937], [4.193, -2.741, -3.005], [-2.484, -0.482, -3.484], [-3.258, -5.475, -0.293], [5.646, -2.004, -0.716], [1.994, 4.760, -0.826], [-8.015, 1.196, 2.021], [0.226, 4.534, -0.898], [-1.625, -1.086, 3.299], [2.235, 2.326, 4.990], [1.155, -1.191, 5.587], [-4.212, -0.557, 2.951], [-6.308, 0.504, 3.687], [4.036, 2.540, -4.333], [3.529, 3.195, 4.158], [2.053, 4.222, 2.426], [-1.699, -2.582, -2.178], [-0.625, 4.587, -3.307], [4.515, -0.675, -0.373], [1.699, -2.134, -3.338], [0.693, 5.199, -4.346], [-1.268, 1.540, 5.883], [2.747, -1.943, 5.494], [-0.479, -3.861, -2.054], [1.408, 0.230, -3.070], [0.347, -2.621, 3.625], [2.841, 3.836, -4.526], [0.693, 3.557, 3.336], [-2.371, -0.345, 4.722], [2.791, 2.424, -5.595], [4.234, -2.092, -3.888], [0.991, 5.890, -1.764], [2.858, 1.984, 0.719], [-2.601, 1.854, 3.785], [3.490, -3.547, -3.202], [2.264, 0.267, -4.605], [5.459, -0.671, -1.875], [0.826, 3.262, 1.597], [0.222, 3.476, -4.373], [-0.007, 2.494, 5.108], [-2.744, -0.990, 1.036], [-0.823, -1.183, 4.871], [3.637, 1.448, 4.369], [-3.552, -3.982, -1.204], [4.048, -0.398, 3.302], [3.963, -2.161, 3.352], [3.420, -1.289, 1.906], [-2.042, 1.241, 2.231], [0.393, 0.931, 5.829], [-7.559, 0.834, -0.393], [-2.185, -5.032, -1.613], [1.537, -3.478, -2.206], [-2.512, -5.029, 1.873], [3.930, 2.940, 1.745], [-1.301, 2.662, 2.902], [-3.359, -3.466, 1.669], [3.981, 1.175, 1.827], [-5.446, -0.207, -1.125], [1.946, -3.378, 3.637], [-1.668, -3.495, 2.188], [3.207, 0.392, -3.096], [1.283, -2.670, 2.141], [2.068, 1.284, -1.320], [-3.317, -0.997, -0.537], [2.594, -0.181, 5.439], [5.177, -3.194, -2.870]], "mulliken_charge": [1.300, -0.359, -0.172, -0.258, -0.266, -0.227, -1.062, 1.016, -0.178, -0.380, 0.668, -0.634, 0.309, 0.131, -0.411, 0.568, 0.208, 1.136, -0.759, 0.166, -1.736, 0.267, -1.228, -1.826, -1.078, -1.855, -0.736, -0.940, 0.295, 0.739, -2.013, -1.329, 0.007, 0.237, -0.422, 2.143, -1.932, 0.247, -1.319, 2.296, -1.997, -0.918, -0.479, -1.882, -0.945, 0.160, -0.662, -1.416, -0.573, 0.050, -0.225, -1.535, 1.968, -0.986, -0.629, 0.359, 0.343, 0.248, 0.340, 0.134, 0.083, 0.220, 0.334, 0.292, 0.368, 0.298, 0.518, 0.535, -0.003, 0.382, 0.053, 0.441, 0.260, 0.518, 0.514, 0.480, -0.320, 0.242, 0.410, 0.262, 0.585, 0.289, 0.254, 0.312, -0.080, 0.444, 0.348, 0.410, 0.382, 0.290, 0.140, 0.318, -0.545, 0.206, 0.279, 0.162, 0.301, 0.552, 0.141, -0.031, 0.236, 0.363, 0.323, 0.709, 0.397, 0.574, 0.287, 0.335, 0.228, 0.330, 0.536, -0.037, 0.550, 0.111, -0.171, 0.051, 0.198, 0.369], "lumo_ha": 0.1363, "e_homo_ev": -0.872, "total_charge": -2}


2.
{"formula": "C37H63IO9", "method": "wB97M-V/def2-TZVPD", "elements": ["I", "O", "O", "O", "O", "O", "O", "O", "O", "O", "C", "C", "C", "C", "C", "C", "C", "C", "C", "C", "C", "C", "C", "C", "C", "C", "C", "C", "C", "C", "C", "C", "C", "C", "C", "C", "C", "C", "C", "C", "C", "C", "C", "C", "C", "C", "C", "H", "H", "H", "H", "H", "H", "H", "H", "H", "H", "H", "H", "H", "H", "H", "H", "H", "H", "H", "H", "H", "H", "H", "H", "H", "H", "H", "H", "H", "H", "H", "H", "H", "H", "H", "H", "H", "H", "H", "H", "H", "H", "H", "H", "H", "H", "H", "H", "H", "H", "H", "H", "H", "H", "H", "H", "H", "H", "H", "H", "H", "H", "H"], "xyz": [[3.759, 3.208, 2.924], [-0.427, -1.101, -0.153], [-1.642, -4.502, -4.831], [5.297, -0.035, 5.534], [-5.406, 2.746, 0.279], [0.735, 2.959, 3.206], [2.886, -3.752, 3.061], [-4.103, 2.729, 3.354], [-3.148, 6.663, -1.686], [2.039, -1.857, -3.780], [-2.547, 0.192, 1.184], [0.680, 0.163, -3.476], [1.641, 1.390, 1.600], [-2.835, 8.510, -3.277], [-3.440, -4.624, -3.159], [3.553, 0.014, 0.035], [-0.874, 1.626, 2.142], [1.180, -2.500, -4.707], [4.203, -2.229, 5.733], [1.279, 0.345, 0.726], [-0.144, -0.149, 0.558], [-4.144, 4.672, 1.206], [-3.032, -5.006, -6.794], [2.209, -0.307, -0.046], [-5.312, 3.672, 1.368], [-2.618, -3.770, -4.109], [2.034, -0.442, -3.806], [2.377, -4.990, 3.518], [-2.129, -5.520, -5.686], [2.998, 1.692, 1.664], [5.495, -1.432, 5.654], [-2.885, 5.606, -2.592], [2.750, -3.496, 1.673], [-1.429, 5.175, -2.620], [3.936, 1.010, 0.910], [-1.884, 2.296, 2.792], [-3.218, 1.947, 2.665], [3.058, -6.197, 2.896], [-2.478, 7.885, -1.939], [1.515, -2.199, -6.158], [5.351, 0.483, 7.934], [-1.222, 0.566, 1.307], [0.560, 2.087, 2.381], [-5.361, 2.924, 2.708], [1.308, -3.449, 1.197], [-3.547, 0.867, 1.847], [4.620, 0.595, 6.607], [-5.302, 3.223, -0.551], [-3.917, 8.592, -3.386], [-3.269, -5.808, -7.493], [0.723, -2.762, 1.811], [-3.973, -4.619, -6.399], [0.293, -0.249, -2.542], [-3.496, 4.765, -2.256], [0.909, -2.817, -6.821], [6.145, -1.655, 6.509], [1.258, -3.123, 0.159], [-4.079, -3.993, -2.539], [-3.308, 4.521, 1.895], [4.985, 1.281, 1.017], [-2.789, -5.214, -2.513], [-2.465, 7.911, -4.112], [5.374, -0.546, 8.296], [2.835, -6.280, 1.831], [6.042, -1.735, 4.760], [-1.071, 4.967, -1.610], [2.407, -0.073, -4.768], [4.142, -6.121, 2.999], [-3.237, 5.866, -3.596], [-1.247, -5.983, -6.132], [-3.734, 4.519, 0.195], [1.294, -3.570, -4.533], [0.832, -4.430, 1.260], [-2.547, -4.194, -7.339], [-5.932, 1.989, 2.606], [-6.243, 4.267, 1.313], [4.856, 1.091, 8.693], [-3.265, -3.213, -4.796], [-1.310, 4.279, -3.230], [3.212, -2.523, 1.502], [3.596, 0.214, 6.689], [-2.753, -0.648, 0.523], [0.761, 1.248, -3.379], [-4.483, 5.712, 1.252], [4.330, -0.467, -0.556], [3.539, -1.968, 4.908], [-2.394, 9.504, -3.361], [0.135, -2.259, -4.488], [3.329, -4.223, 1.091], [1.292, -5.035, 3.373], [2.755, -0.123, -3.050], [4.538, 1.649, 6.335], [1.914, -1.099, -0.734], [-2.630, -6.301, -5.104], [2.720, -7.115, 3.379], [4.414, -3.298, 5.690], [-0.054, -0.047, -4.256], [2.547, -5.003, 4.596], [-4.084, -5.320, -3.700], [6.385, 0.818, 7.832], [-2.066, -3.028, -3.529], [-5.955, 3.542, 3.395], [1.323, -1.153, -6.407], [-4.586, 0.579, 1.724], [3.666, -2.031, 6.663], [-2.780, 8.563, -1.139], [-1.395, 7.754, -1.845], [-1.607, 3.142, 3.422], [-0.789, 5.952, -3.041], [2.570, -2.394, -6.356]], "mulliken_charge": [0.081, -0.767, -0.388, -0.401, -0.513, -0.592, -0.331, -0.535, -0.352, -0.466, -0.756, -1.051, 0.313, -1.054, -1.256, -1.137, 0.077, 0.238, -0.845, 0.400, 0.611, -0.862, -1.071, -0.663, 0.427, -0.076, -0.308, -0.304, -0.321, -0.361, -0.495, -0.290, -0.099, -1.095, -0.501, 0.013, 0.068, -1.163, -0.362, -1.171, -1.136, 0.129, 0.716, -0.988, -0.859, -0.711, -0.199, 0.298, 0.295, 0.406, 0.190, 0.272, 0.193, 0.229, 0.404, 0.316, 0.234, 0.382, 0.237, 0.344, 0.334, 0.265, 0.274, 0.257, 0.314, 0.306, 0.387, 0.290, 0.377, 0.336, 0.081, 0.320, 0.448, 0.275, 0.365, 0.416, 0.405, 0.305, 0.377, -0.005, 0.283, 0.536, 0.398, 0.336, 0.498, 0.235, 0.390, -0.096, 0.265, 0.308, 0.239, 0.288, 0.897, 0.294, 0.424, 0.352, 0.396, 0.377, 0.329, 0.293, 0.180, 0.428, 0.274, 0.393, 0.326, 0.324, 0.314, 0.615, 0.303, 0.281], "lumo_ha": -0.0322, "e_homo_ev": -8.911, "smiles": "C[C@@H](O)COc1ccc2c(c1)C(=O)c1c(I)cccc1C2=O.CCOCC.CCOCC.CCOCC.CCOCC.CCOCC"}


no.,frontier orbital gap (eV)
1,4.58
2,8.04